Entry 1:
{
  "formula": "C41H39AsN3O4STa",
  "method": "ωB97M-V with the def2-TZVPD basis set",
  "species": ["Ta", "O", "C", "C", "C", "C", "C", "C", "C", "O", "N", "N", "C", "C", "C", "C", "C", "C", "C", "O", "H", "H", "H", "H", "H", "H", "H", "H", "H", "H", "S", "C", "C", "C", "C", "C", "C", "As", "C", "C", "C", "C", "C", "C", "C", "C", "C", "C", "C", "C", "H", "H", "H", "H", "H", "H", "H", "H", "H", "H", "H", "H", "H", "H", "N", "C", "O", "C", "C", "H", "H", "H", "H", "H", "H", "C", "C", "C", "C", "C", "C", "H", "H", "H", "H", "H", "H", "H", "H", "H"],
  "positions_angstrom": [[0.1994, 0.3657, -0.1619], [3.2144, 3.1613, 1.5513], [2.3882, 4.0079, 2.1978], [2.9797, 5.0961, 2.8460], [2.2115, 6.0072, 3.5368], [0.8263, 5.8603, 3.6016], [0.2368, 4.7914, 2.9651], [0.9952, 3.8516, 2.2559], [0.3032, 2.7361, 1.5997], [1.0283, 1.9198, 0.8614], [-0.9634, 2.5407, 1.7521], [-1.3581, 1.4440, 1.0042], [-2.6229, 1.2144, 1.0319], [-3.3036, 0.2402, 0.2224], [-4.6461, -0.0433, 0.5128], [-5.3759, -0.9139, -0.2649], [-4.7657, -1.4964, -1.3746], [-3.4553, -1.2172, -1.6987], [-2.6898, -0.3508, -0.9064], [-1.4449, -0.0784, -1.2450], [2.6749, 2.4460, 1.1692], [4.0559, 5.1914, 2.7868], [2.6928, 6.8418, 4.0312], [0.2217, 6.5750, 4.1435], [-0.8350, 4.6531, 2.9964], [-3.2165, 1.8436, 1.6893], [-5.0996, 0.4377, 1.3723], [-6.4060, -1.1389, -0.0225], [-5.3274, -2.1811, -1.9993], [-2.9902, -1.6693, -2.5642], [2.2956, -0.5057, 0.8924], [2.3105, -2.2729, 0.9473], [2.9470, -2.8975, 2.0189], [2.9933, -4.2797, 2.0946], [2.4222, -5.0614, 1.1014], [1.7969, -4.4498, 0.0253], [1.7279, -3.0660, -0.0419], [0.9503, -2.0468, -1.4670], [2.4088, -2.2680, -2.7627], [2.3257, -3.0465, -3.9121], [3.4333, -3.2110, -4.7347], [4.6392, -2.6127, -4.4102], [4.7394, -1.8571, -3.2502], [3.6353, -1.6886, -2.4312], [-0.4872, -3.0986, -2.2261], [-0.9066, -2.8515, -3.5318], [-1.9854, -3.5384, -4.0684], [-2.6734, -4.4639, -3.2951], [-2.2843, -4.6880, -1.9834], [-1.1972, -4.0093, -1.4504], [3.3945, -2.2898, 2.7951], [3.4841, -4.7510, 2.9374], [2.4700, -6.1413, 1.1613], [1.3617, -5.0547, -0.7619], [1.4067, -3.5509, -4.1714], [3.3504, -3.8203, -5.6261], [5.5027, -2.7446, -5.0499], [5.6819, -1.4001, -2.9764], [3.7307, -1.1077, -1.5199], [-0.3963, -2.1128, -4.1383], [-2.2926, -3.3444, -5.0884], [-3.5158, -5.0019, -3.7114], [-2.8312, -5.3916, -1.3676], [-0.9054, -4.1779, -0.4210], [-1.3081, 3.1221, -3.3604], [-0.5590, 2.3801, -2.5273], [-0.6660, 2.4793, -1.3049], [0.4378, 1.4141, -3.1090], [1.3574, 1.0039, -1.9695], [-1.9987, 3.7416, -2.9725], [-1.2141, 3.0445, -4.3559], [0.9589, 1.8853, -3.9501], [-0.1200, 0.5626, -3.5142], [1.8505, 1.9050, -1.5875], [2.1405, 0.3444, -2.3267], [-2.2308, -2.4446, 3.7735], [-1.8925, -3.0960, 2.4253], [-3.1884, -3.5178, 1.7204], [-0.9953, -4.3208, 2.6506], [-1.1735, -2.1223, 1.5931], [-0.5339, -1.3673, 0.8909], [-2.7633, -3.1559, 4.4095], [-2.8654, -1.5691, 3.6265], [-1.3235, -2.1268, 4.2879], [-3.7361, -4.2310, 2.3417], [-2.9743, -3.9892, 0.7609], [-3.8265, -2.6526, 1.5337], [-1.5100, -5.0567, 3.2731], [-0.0662, -4.0307, 3.1433], [-0.7356, -4.7913, 1.6997]],
  "atomic_forces_ev_per_a": [[-0.05, -0.04, -0.46], [0.04, 0.11, 0.08], [0.01, 0.01, 0.00], [0.05, -0.07, -0.05], [0.00, 0.00, 0.00], [0.01, 0.01, 0.01], [0.00, 0.00, -0.01], [-0.12, 0.13, 0.09], [-0.13, -0.14, 0.12], [0.20, -0.01, -0.14], [0.14, 0.19, 0.14], [-0.35, -0.12, 0.09], [0.20, -0.01, -0.06], [0.02, -0.11, -0.16], [0.08, 0.03, -0.02], [-0.08, 0.00, 0.07], [-0.01, -0.04, -0.04], [0.11, 0.06, 0.01], [-0.38, -0.06, 0.12], [0.13, 0.08, -0.11], [0.02, 0.00, -0.02], [0.00, 0.01, 0.01], [0.00, -0.01, 0.00], [0.01, -0.01, -0.01], [0.00, -0.01, 0.00], [-0.01, 0.02, 0.03], [-0.01, -0.01, 0.00], [0.01, 0.01, 0.00], [0.01, 0.01, 0.00], [0.00, 0.03, 0.05], [0.19, 0.11, 0.17], [0.04, -0.07, 0.08], [-0.02, 0.06, -0.02], [0.05, -0.02, 0.07], [0.00, -0.07, -0.05], [-0.01, 0.01, -0.03], [0.08, -0.05, 0.05], [-0.12, 0.17, -0.15], [0.00, -0.11, 0.03], [-0.04, 0.03, 0.01], [0.00, -0.01, -0.02], [0.04, 0.00, -0.01], [0.03, 0.00, 0.00], [-0.08, 0.08, 0.05], [0.03, -0.07, 0.06], [0.02, 0.02, 0.00], [0.00, -0.03, -0.02], [-0.02, 0.00, -0.02], [-0.02, -0.01, 0.01], [0.06, 0.01, 0.04], [0.00, 0.00, -0.01], [-0.01, 0.01, 0.00], [-0.01, 0.01, -0.01], [0.01, 0.00, -0.02], [-0.05, -0.01, 0.00], [0.00, 0.00, 0.01], [-0.01, 0.00, 0.00], [-0.01, 0.00, 0.00], [-0.01, 0.00, 0.00], [0.03, 0.02, -0.01], [0.00, 0.00, 0.00], [0.01, 0.01, 0.00], [0.01, 0.00, -0.01], [-0.01, 0.01, -0.05], [0.01, 0.00, 0.10], [0.05, -0.04, -0.13], [0.00, -0.08, 0.09], [-0.06, 0.08, -0.02], [0.16, -0.11, -0.07], [-0.01, 0.02, -0.01], [0.01, 0.00, 0.00], [0.00, -0.01, 0.01], [-0.01, -0.01, 0.03], [0.03, -0.01, -0.01], [0.01, 0.00, -0.06], [-0.01, -0.02, 0.00], [-0.04, 0.00, 0.09], [-0.02, 0.01, 0.03], [0.01, 0.03, 0.00], [0.11, -0.18, -0.13], [-0.33, 0.17, 0.21], [0.00, 0.00, 0.00], [0.00, 0.00, 0.00], [0.00, 0.00, -0.01], [0.00, 0.01, 0.01], [-0.01, 0.01, -0.01], [0.00, -0.01, -0.01], [-0.01, 0.01, 0.00], [0.00, -0.01, -0.02], [0.01, -0.01, 0.06]],
  "mulliken_charge": [1.03, -0.77, 0.52, -0.68, -0.32, -0.76, -0.71, 0.09, 1.30, -0.99, -1.26, 0.78, -0.76, 0.90, -0.69, -0.98, -0.54, -0.99, 0.40, 0.26, 0.48, 0.46, 0.38, 0.40, 0.43, 0.48, 0.41, 0.39, 0.46, 0.62, -0.60, 1.09, -0.56, -0.75, -0.85, -0.33, -0.52, 1.66, 0.81, -0.76, -0.71, -0.59, -0.93, -0.44, 0.58, -0.58, -0.91, -0.67, -0.88, -0.47, 0.49, 0.38, 0.41, 0.46, 0.41, 0.42, 0.38, 0.42, 0.32, 0.32, 0.40, 0.40, 0.46, 0.10, -0.42, 0.45, -0.55, -0.49, -1.15, 0.26, 0.19, 0.64, 0.11, 0.70, 0.14, -1.86, 2.12, -1.05, -1.52, 0.48, -0.03, 0.44, 0.34, 0.37, 0.46, -0.08, 0.18, 0.43, 0.27, 0.23],
  "homo_lumo_gap_ev": 7.321,
  "e_homo_ev": -7.696,
  "de_lowest_kcal_mol": 0.0,
  "total_energy_ha": -4742.0710
}

=====

Entry 2:
{
  "formula": "C41H39N3O7S2",
  "method": "ωB97M-V with the def2-TZVPD basis set",
  "species": ["C", "N", "C", "O", "C", "C", "C", "C", "C", "C", "C", "C", "N", "C", "C", "C", "C", "C", "C", "N", "O", "O", "C", "C", "C", "C", "C", "C", "H", "H", "H", "H", "H", "H", "H", "H", "H", "H", "H", "H", "H", "H", "H", "H", "H", "H", "H", "H", "H", "H", "H", "H", "C", "C", "C", "C", "C", "S", "C", "C", "C", "C", "C", "C", "O", "O", "S", "C", "C", "C", "C", "C", "C", "O", "O", "C", "C", "H", "H", "H", "H", "H", "H", "H", "H", "H", "H", "H", "H", "H", "H", "H"],
  "positions_angstrom": [[3.6177, -3.5477, 1.4858], [2.2568, -3.1806, 1.7158], [1.8418, -2.7818, 2.9425], [2.5031, -2.8039, 3.9624], [0.3514, -2.4431, 2.8675], [-0.0182, -0.9940, 3.2028], [0.4406, -0.6250, 4.5995], [1.3450, 0.4368, 4.7667], [1.9544, 0.6612, 6.0166], [1.5630, -0.1217, 7.1129], [0.5889, -1.1371, 6.9787], [0.0103, -1.3443, 5.7149], [0.0439, -2.7916, 1.4919], [-1.2065, -2.5986, 1.0326], [-1.7844, -2.7237, -0.2015], [-3.2310, -2.7337, -0.6011], [-3.2134, -3.2700, -2.0494], [-2.2969, -2.8209, -3.0326], [-2.1640, -3.5602, -4.2360], [-0.8546, -3.5957, -4.7986], [-0.6466, -4.1207, -5.8961], [0.0713, -3.0937, -4.0896], [-3.2013, -4.4553, -4.6775], [-4.1448, -4.7959, -3.7270], [-4.0766, -4.3154, -2.3863], [1.1975, -3.1705, 0.7186], [1.5973, -2.1494, -0.3686], [1.0349, -4.5636, 0.0555], [4.2020, -3.3890, 2.4214], [3.6633, -4.5962, 1.2020], [4.0171, -2.9214, 0.6936], [-0.2349, -3.2094, 3.5162], [0.4557, -0.3384, 2.4530], [-1.1169, -0.9594, 3.1588], [1.6154, 1.0450, 3.9103], [2.7151, 1.4554, 6.1368], [2.0507, 0.0131, 8.0870], [0.2674, -1.7440, 7.8342], [-0.7539, -2.1112, 5.5738], [-1.9811, -2.2235, 1.7105], [-1.0519, -2.9275, -0.9967], [-3.7267, -3.4884, 0.0967], [-1.6582, -1.9251, -2.8605], [-3.1830, -4.7741, -5.7081], [-4.9042, -5.4873, -4.0065], [-4.7659, -4.7049, -1.6623], [2.1453, -1.3039, 0.0896], [2.2661, -2.6294, -1.1012], [0.7259, -1.7735, -0.9022], [1.1110, -5.3366, 0.8401], [0.0833, -4.6129, -0.4765], [1.8710, -4.6987, -0.6532], [-4.5678, 2.1973, -1.6984], [-4.5986, 1.0473, -2.4660], [-4.4464, -0.2191, -1.9305], [-4.3028, -0.3649, -0.5583], [-4.4155, -1.7954, -0.1259], [-4.8049, -1.6930, 1.7674], [-5.1166, -3.2280, 2.7123], [-6.0129, -3.2591, 3.7863], [-6.2306, -4.4486, 4.4856], [-5.5227, -5.5904, 4.1263], [-4.5975, -5.5692, 3.0776], [-4.3863, -4.3745, 2.4042], [-3.5653, -1.1768, 2.3662], [-5.9935, -0.8679, 1.8447], [-6.2718, -2.4982, -0.6015], [-7.6964, -1.4604, -0.1963], [-8.4155, -1.6539, 0.9938], [-9.5004, -0.8291, 1.3235], [-9.9086, 0.1441, 0.3999], [-9.2111, 0.3409, -0.8021], [-8.1211, -0.4782, -1.1005], [-6.3457, -2.6480, -2.0547], [-6.3730, -3.6577, 0.2923], [-4.1204, 0.7672, 0.2469], [-4.4026, 2.0321, -0.3176], [-4.7627, 3.1619, -2.1238], [-4.7687, 1.1182, -3.5519], [-4.5440, -1.1477, -2.5305], [-6.5240, -2.3318, 4.0498], [-6.9629, -4.5055, 5.3038], [-5.7164, -6.5425, 4.6320], [-4.0273, -6.4662, 2.7866], [-3.6343, -4.3270, 1.6124], [-8.1048, -2.4349, 1.6786], [-9.9935, -0.9559, 2.3007], [-10.7101, 0.8301, 0.6842], [-9.5211, 1.1419, -1.4988], [-7.5655, -0.3172, -2.0191], [-3.9170, 0.7595, 1.3196], [-4.3785, 2.8960, 0.3562]],
  "atomic_forces_ev_per_a": [[0.44, -0.05, 0.23], [-0.89, 0.31, 1.07], [-0.39, -0.56, 0.76], [0.06, 0.33, -0.24], [-0.61, -1.52, 0.47], [-0.10, -0.34, 0.63], [0.28, 0.77, 0.01], [0.27, -0.60, 0.75], [-0.55, -0.04, -0.07], [0.04, -0.51, 0.10], [0.04, 0.75, -0.72], [0.34, -0.14, 0.42], [-0.07, 0.46, 0.10], [-2.93, 0.49, -1.15], [2.91, 0.77, 0.63], [-2.00, -2.47, 1.60], [-0.92, 0.09, -0.46], [-0.09, -0.27, 0.10], [-1.94, -0.29, 1.42], [2.86, 1.12, -0.65], [-0.60, 0.54, 1.37], [-1.84, -1.09, -1.58], [1.55, 1.46, 1.10], [0.53, 0.49, 0.72], [0.44, 0.21, -1.65], [0.94, -0.24, -1.48], [0.25, 0.23, -0.03], [0.61, 0.20, 0.52], [-0.60, -0.10, -0.69], [0.28, -0.13, -0.09], [0.32, -0.05, -0.16], [1.09, 1.45, -0.52], [-0.40, -0.13, 0.23], [0.31, 0.39, -0.25], [0.08, -0.08, 0.02], [-0.58, -0.57, -0.08], [-0.24, 0.04, -0.45], [0.23, 0.35, -0.37], [0.23, 0.10, 0.14], [0.99, -0.40, 0.72], [-0.88, -0.01, 0.09], [1.16, -0.80, -1.79], [-0.30, -1.17, -0.01], [0.01, -0.49, 0.11], [-0.55, -0.40, -0.01], [-0.14, -0.14, 0.21], [-0.42, -0.30, -0.21], [-0.25, 0.27, 0.23], [0.04, 0.03, -0.03], [-0.29, 0.20, -0.39], [0.18, -0.18, 0.07], [-0.49, -0.14, 0.24], [-0.44, -0.84, 1.21], [0.10, -0.03, -1.65], [-0.43, -0.32, -0.24], [0.21, 0.18, 0.30], [-0.80, 1.45, 0.62], [1.53, 0.66, 1.47], [0.14, -0.72, -0.12], [-0.11, 0.75, -0.48], [0.11, 0.03, -0.01], [-0.05, -0.62, -0.22], [0.06, 0.14, 0.24], [0.42, 0.19, -0.47], [-1.05, -0.48, -0.48], [0.68, -0.55, 0.11], [-0.16, -0.97, -0.80], [-0.55, 0.76, 0.18], [0.07, 0.04, 0.02], [0.34, -0.34, -0.61], [0.40, 0.37, 0.34], [-0.35, -0.18, 0.24], [0.46, 0.09, 0.02], [0.28, 0.12, 1.35], [0.23, 0.84, -1.04], [-1.13, 1.19, -0.32], [1.16, -0.20, 0.11], [0.02, 0.28, -0.16], [0.15, 0.06, 0.54], [0.02, 1.05, 0.20], [-0.06, -0.33, -0.03], [0.44, 0.21, -0.44], [0.07, 0.44, -0.08], [-0.40, 0.54, 0.25], [-0.23, -0.21, 0.33], [0.05, 0.11, -0.06], [0.19, 0.08, -0.71], [0.13, -0.28, -0.24], [0.26, -0.65, 0.48], [-0.04, -0.08, 0.09], [-0.15, -0.34, -0.55], [0.00, -0.28, -0.36]],
  "mulliken_charge": [-1.04, 0.31, 0.00, -0.73, 0.35, -0.24, 0.21, -0.32, -0.67, -0.32, -0.83, -0.01, 0.54, 0.20, -0.83, 1.58, 0.13, 0.39, -0.90, 1.00, -0.63, -0.58, -0.52, -1.16, -0.27, 0.36, -1.51, -1.51, 0.35, 0.31, 0.33, 0.19, 0.31, 0.08, 0.35, 0.35, 0.33, 0.36, 0.37, 0.10, 0.02, -0.93, 0.54, 0.52, 0.48, 0.52, 0.41, 0.46, 0.19, 0.38, 0.26, 0.44, -0.81, -0.94, -0.44, 0.38, 1.40, 1.17, 0.29, -0.51, -0.85, -0.36, -1.09, -0.08, -0.77, -0.48, 1.69, 0.11, -0.09, -0.80, -0.34, -0.77, -0.31, -0.69, -0.66, -0.56, -0.90, 0.44, 0.38, 0.55, 0.53, 0.38, 0.37, 0.43, 0.65, 0.42, 0.37, 0.35, 0.37, 0.44, 0.58, 0.43],
  "homo_lumo_gap_ev": 6.893,
  "e_homo_ev": -7.841,
  "de_lowest_kcal_mol": 24.4,
  "total_energy_ha": -3072.8223
}